A 11-piece molecular cluster, C54H129N7O12 overall at a distorted geometry, computed with the ωB97M-V functional and the def2-TZVPD basis.

HOMO energy   -0.3024 hartree
HOMO-LUMO gap   8.718 eV
SMILES string   CCN(CC)CC.CCN(CC)CC.CCN(CC)CC.CCN(CC)CC.CCN(CC)CC.CCN(CC)CC.CCN(CC)CC.COC(=O)OC.COC(=O)OC.COC(=O)OC.COC(=O)OC
LUMO level   0.49 eV

Geometry as ORCA input:
```
! wB97M-V def2-TZVPD RIJCOSX def2/J DEFGRID3
* xyz 0 1
C 3.761 1.471 -4.071
C 3.541 0.163 -4.745
N 3.273 -0.874 -3.723
C 4.366 -1.056 -2.741
C 4.145 -1.922 -1.538
C 3.062 -2.196 -4.330
C 1.879 -2.249 -5.283
H 3.012 1.675 -3.318
H 3.731 2.300 -4.822
H 4.798 1.457 -3.602
H 2.637 0.107 -5.411
H 4.414 -0.068 -5.338
H 5.348 -1.329 -3.194
H 4.654 -0.026 -2.406
H 4.014 -3.019 -1.807
H 4.990 -1.986 -0.805
H 3.259 -1.651 -0.945
H 2.975 -2.870 -3.467
H 4.061 -2.552 -4.769
H 1.627 -3.271 -5.468
H 2.135 -1.751 -6.266
H 1.013 -1.741 -4.856
C 0.160 -5.118 4.064
C -0.447 -4.432 2.890
N 0.029 -5.126 1.668
C 1.509 -5.025 1.423
C 2.081 -3.599 1.436
C -0.692 -4.574 0.481
C -2.105 -5.198 0.517
H -0.130 -4.670 5.016
H 1.219 -4.885 3.998
H -0.037 -6.175 4.035
H -1.534 -4.567 3.013
H -0.249 -3.366 2.937
H 2.112 -5.526 2.221
H 1.678 -5.556 0.485
H 3.186 -3.540 1.583
H 1.867 -3.006 0.530
H 1.724 -3.056 2.305
H -0.269 -5.008 -0.450
H -0.747 -3.479 0.343
H -2.106 -6.265 0.655
H -2.613 -5.011 -0.401
H -2.713 -4.820 1.322
C -4.367 2.700 -4.375
C -5.467 1.734 -4.761
N -6.168 1.315 -3.532
C -7.283 0.452 -3.728
C -8.444 1.031 -4.549
C -5.173 0.680 -2.610
C -4.578 -0.669 -3.043
H -4.406 3.546 -5.083
H -3.382 2.440 -4.144
H -4.711 3.245 -3.479
H -6.107 2.240 -5.426
H -5.216 0.813 -5.313
H -6.941 -0.520 -4.195
H -7.675 0.225 -2.716
H -8.167 1.229 -5.604
H -9.325 0.364 -4.487
H -8.746 1.901 -3.995
H -5.664 0.627 -1.649
H -4.295 1.369 -2.519
H -3.798 -0.898 -2.337
H -4.102 -0.599 -4.014
H -5.327 -1.462 -2.933
C -3.466 -5.235 -4.776
C -2.756 -6.571 -4.995
N -1.585 -6.675 -4.225
C -1.450 -7.898 -3.491
C -1.424 -7.805 -1.920
C -0.379 -6.172 -4.851
C 0.651 -5.608 -3.926
H -3.695 -5.110 -3.700
H -4.357 -5.094 -5.397
H -2.797 -4.424 -5.053
H -3.425 -7.364 -4.694
H -2.612 -6.688 -6.130
H -0.614 -8.462 -3.779
H -2.319 -8.551 -3.708
H -1.280 -8.786 -1.433
H -2.313 -7.366 -1.441
H -0.496 -7.296 -1.571
H 0.054 -6.861 -5.597
H -0.725 -5.310 -5.455
H 1.081 -6.333 -3.262
H 1.486 -5.078 -4.446
H 0.126 -4.832 -3.230
C 3.685 5.838 -0.600
C 3.693 7.010 0.327
N 3.652 6.448 1.721
C 2.886 7.120 2.714
C 1.387 7.344 2.303
C 5.063 6.112 2.076
C 5.236 4.825 2.851
H 2.723 5.263 -0.447
H 4.556 5.134 -0.523
H 3.578 6.196 -1.654
H 4.579 7.586 0.185
H 2.843 7.684 0.094
H 2.927 6.569 3.639
H 3.294 8.110 3.053
H 0.823 6.397 2.456
H 0.844 8.123 2.763
H 1.276 7.532 1.222
H 5.460 7.002 2.577
H 5.587 6.101 1.082
H 6.293 4.768 3.199
H 5.087 3.833 2.320
H 4.586 4.887 3.691
C 3.083 -1.271 4.515
C 4.316 -0.451 4.159
N 4.448 -0.320 2.704
C 3.539 0.686 2.226
C 3.079 0.431 0.772
C 5.856 -0.276 2.232
C 6.514 -1.670 2.165
H 2.895 -1.271 5.617
H 3.261 -2.249 4.071
H 2.214 -0.926 3.993
H 4.171 0.584 4.608
H 5.319 -0.809 4.570
H 2.606 0.708 2.794
H 3.983 1.734 2.232
H 2.584 -0.531 0.642
H 2.401 1.294 0.462
H 3.922 0.541 0.106
H 6.448 0.416 2.888
H 5.941 0.221 1.258
H 7.554 -1.631 1.810
H 5.853 -2.328 1.589
H 6.512 -2.091 3.214
C 0.225 1.390 -2.664
C -1.030 1.042 -1.893
N -0.865 0.141 -0.757
C 0.121 -0.984 -0.883
C -0.358 -1.959 -2.046
C -0.532 0.925 0.485
C -0.314 0.057 1.757
H 0.797 0.621 -3.094
H 0.985 1.894 -2.082
H 0.015 2.127 -3.457
H -1.372 2.008 -1.434
H -1.829 0.720 -2.558
H 1.139 -0.502 -1.071
H 0.280 -1.480 0.070
H -1.117 -2.600 -1.558
H -0.674 -1.404 -2.937
H 0.495 -2.648 -2.264
H -1.337 1.674 0.635
H 0.441 1.437 0.337
H -1.171 -0.554 1.984
H -0.199 0.760 2.635
H 0.615 -0.523 1.721
C -4.204 -1.072 1.335
O -4.917 -0.479 2.420
C -4.385 -0.751 3.569
O -3.281 -1.167 3.805
O -5.301 -0.400 4.488
C -4.815 0.268 5.645
H -3.680 -1.987 1.688
H -3.504 -0.266 0.946
H -4.936 -1.202 0.579
H -4.350 1.173 5.353
H -4.049 -0.423 5.995
H -5.606 0.409 6.342
C -1.444 7.654 -1.076
O -0.605 7.456 -2.251
C -1.240 7.220 -3.397
O -2.446 7.296 -3.608
O -0.286 6.863 -4.291
C -0.896 6.376 -5.483
H -1.757 6.674 -0.669
H -2.389 8.062 -1.414
H -0.867 8.272 -0.435
H -1.457 5.397 -5.227
H -0.144 6.203 -6.225
H -1.616 7.081 -5.898
C -2.693 2.807 3.779
O -1.855 3.445 2.837
C -0.625 3.510 3.316
O -0.219 3.101 4.378
O 0.080 4.110 2.379
C 1.451 3.803 2.323
H -2.165 2.002 4.239
H -3.483 2.349 3.229
H -2.974 3.511 4.520
H 1.852 3.774 3.393
H 1.949 4.587 1.763
H 1.638 2.807 1.866
C -0.844 -0.397 5.962
O -0.373 -0.809 7.249
C -1.118 -0.629 8.325
O -2.300 -0.207 8.363
O -0.451 -1.047 9.387
C -1.064 -0.581 10.644
H -0.847 0.713 5.906
H -1.872 -0.800 5.790
H -0.219 -0.874 5.229
H -1.821 -1.280 10.892
H -1.472 0.392 10.452
H -0.255 -0.615 11.395
*
```